Entry 1:
110
Properties=species:S:1:pos:R:3:forces:R:3:mulliken_charge:R:1 method="wB97M-V/def2-TZVPD" lumo_energy_ha=-0.236 total_charge=+2
Hf -17.983 -23.549 5.110 -1.7 -1.6 3.8 2.63
Be -21.774 -20.309 9.365 2.6 -2.1 0.2 1.02
C -20.183 -23.473 10.467 -1.1 0.7 -2.2 1.01
O -21.171 -24.252 9.807 0.7 -0.7 0.5 -0.26
O -20.603 -22.176 10.256 0.0 2.1 1.2 -0.63
C -19.960 -24.144 11.871 -1.0 2.0 0.6 0.74
F -21.110 -24.131 12.556 -0.2 -0.5 0.1 -0.27
F -19.502 -25.384 11.756 -0.1 -0.2 -0.3 -0.26
F -19.082 -23.483 12.680 0.1 0.0 -0.7 -0.26
C -20.728 -25.202 8.845 -0.9 -0.2 0.3 0.49
C -21.951 -26.100 8.625 1.3 -0.1 -0.4 -1.53
H -22.294 -26.425 9.605 -0.2 0.0 -0.1 0.36
H -22.749 -25.627 8.055 0.0 0.1 0.1 0.25
H -21.559 -26.958 8.075 -0.5 -0.2 -0.1 0.40
H -19.911 -25.826 9.213 0.1 0.1 0.2 0.45
H -20.376 -24.695 7.943 -0.1 0.0 -0.1 -0.23
H -19.205 -23.559 9.979 0.2 -0.4 -0.2 -0.79
N -19.357 -21.826 7.062 -0.7 -0.4 -0.5 0.69
O -19.981 -20.960 7.621 -0.2 0.0 0.2 0.43
O -19.908 -22.730 6.373 -0.3 -0.9 -1.2 -0.08
O -18.130 -21.901 7.035 2.2 0.3 0.0 -0.47
N -19.501 -26.162 4.574 -0.9 2.3 -0.8 1.01
O -20.236 -27.024 4.197 0.5 -0.4 0.6 -0.58
O -19.776 -25.287 5.431 -1.3 1.2 2.6 -0.49
O -18.459 -25.798 4.003 3.5 0.0 -2.2 -0.68
O -15.767 -25.972 7.802 -0.1 0.6 -0.6 -0.44
C -16.471 -25.209 6.995 -2.3 0.3 -1.3 0.66
O -17.565 -24.684 7.244 -2.5 1.6 2.6 -0.30
O -16.213 -25.026 5.789 2.8 0.2 -3.8 -0.86
H -15.098 -26.332 7.199 0.4 -0.4 0.4 0.36
C -23.277 -22.537 7.516 -1.0 -1.5 -0.6 -0.64
O -23.111 -21.135 7.588 0.7 0.8 2.3 -0.20
C -23.236 -20.445 6.384 0.4 0.6 -0.9 -0.01
C -22.963 -18.959 6.541 -0.2 0.3 -0.2 -1.00
O -21.858 -18.746 7.400 0.2 -1.2 1.0 0.21
C -21.149 -17.546 7.204 -0.3 1.4 -0.4 -0.20
H -22.493 -23.075 6.980 0.5 0.5 0.2 0.00
H -24.200 -22.763 6.973 -0.1 0.3 -0.1 0.51
H -23.443 -23.001 8.486 0.5 0.5 0.3 0.21
H -24.228 -20.555 5.939 -0.2 -0.2 0.2 0.64
H -22.509 -20.804 5.651 0.2 -0.4 0.2 -0.19
H -23.810 -18.350 6.865 -0.1 -0.3 0.3 0.37
H -22.728 -18.606 5.532 0.2 0.1 0.0 0.37
H -21.728 -16.660 7.481 -0.2 -0.2 0.5 0.36
H -20.967 -17.335 6.147 0.3 -0.6 -0.2 0.13
H -20.219 -17.566 7.764 -0.8 0.0 -0.6 -0.23
C -22.560 -19.994 12.888 -0.8 -0.8 0.8 -0.87
O -21.737 -19.553 11.832 0.3 0.8 -1.6 -0.21
C -20.391 -19.365 12.228 1.8 0.1 0.2 -0.69
C -19.525 -18.652 11.183 -1.8 0.6 0.6 -0.91
O -19.616 -19.320 9.928 -1.1 0.2 -0.6 0.43
C -18.871 -18.589 8.968 1.3 0.1 -0.1 -1.13
H -22.405 -21.057 13.080 0.0 -0.1 -0.1 0.28
H -23.607 -19.814 12.646 0.1 -0.1 -0.3 0.30
H -22.400 -19.477 13.836 0.4 0.3 -0.2 0.35
H -19.939 -20.308 12.537 -0.2 -0.2 -0.1 0.31
H -20.310 -18.662 13.060 -0.5 -0.2 0.4 0.59
H -18.520 -18.367 11.502 0.4 -1.3 0.0 0.46
H -19.925 -17.630 11.145 -0.6 0.0 -0.8 0.45
H -19.150 -17.534 8.908 0.2 -0.1 0.7 0.46
H -18.971 -18.991 7.960 0.0 -0.4 0.4 -0.04
H -17.828 -18.647 9.288 0.1 0.1 -0.2 0.42
O -18.118 -21.290 4.375 0.4 -1.2 0.0 -0.15
C -17.958 -20.100 4.171 0.1 -0.4 -0.2 -0.11
O -18.844 -19.261 4.652 0.0 -0.5 0.9 0.15
C -18.543 -17.927 4.291 -0.2 1.2 -1.6 -0.49
C -17.595 -18.045 3.098 0.2 0.7 0.5 -0.88
C -16.915 -19.389 3.340 -0.6 0.7 -0.5 -0.26
H -18.059 -17.318 5.053 -0.3 -0.5 0.6 0.31
H -19.485 -17.488 3.967 0.0 0.2 0.4 0.35
H -16.865 -17.243 3.194 -0.1 0.1 -0.5 0.36
H -18.113 -17.994 2.142 0.0 0.0 0.1 0.30
H -16.007 -19.158 3.896 0.1 -0.8 0.1 0.20
H -16.753 -19.830 2.359 0.4 -0.6 0.4 0.36
O -15.940 -22.330 5.410 -1.3 -0.6 -0.4 -0.96
C -14.767 -22.029 5.591 0.1 -0.4 -0.1 0.17
O -14.407 -21.285 6.598 0.3 0.1 0.1 -0.16
C -12.944 -21.218 6.623 0.9 1.2 -0.2 -0.50
C -12.524 -21.479 5.170 0.4 -0.9 0.4 -0.61
C -13.599 -22.457 4.760 -0.5 0.1 -0.5 -0.42
H -12.579 -21.886 7.401 -0.1 -0.4 -0.4 0.31
H -12.588 -20.231 6.915 -0.7 0.1 0.2 0.36
H -11.531 -21.919 5.087 0.0 0.1 0.2 0.33
H -12.523 -20.605 4.520 -0.2 0.2 0.4 0.32
H -13.384 -23.485 5.059 0.1 -0.1 -0.2 0.23
H -13.878 -22.413 3.708 0.1 -0.3 0.0 0.38
O -19.655 -23.184 3.502 0.5 -0.7 0.1 -0.82
C -20.830 -23.315 3.121 0.7 -0.1 -0.1 -0.01
O -21.807 -22.986 3.909 -0.1 0.1 0.9 0.08
C -23.114 -22.971 3.246 0.9 0.5 0.0 -0.34
C -22.808 -23.580 1.915 -2.0 0.0 -2.0 -0.77
C -21.324 -23.820 1.777 -0.4 -0.2 0.7 -0.29
H -23.335 -21.909 3.153 -0.4 -0.1 0.2 0.26
H -23.870 -23.507 3.812 0.3 0.1 0.3 0.32
H -23.161 -22.908 1.130 0.2 0.2 0.0 0.31
H -23.461 -24.435 1.739 0.5 -0.4 0.2 0.36
H -20.928 -23.302 0.906 0.5 -0.1 0.3 0.33
H -21.150 -24.894 1.702 0.5 0.1 0.0 0.26
O -15.682 -19.624 10.625 -0.3 -0.8 -0.2 -0.66
C -15.833 -20.799 10.373 -0.1 1.2 0.1 0.14
O -14.962 -21.457 9.595 0.9 0.6 -0.1 -0.32
C -15.313 -22.818 9.413 -0.6 0.2 -0.5 0.32
C -16.445 -23.068 10.395 -0.4 -1.9 0.0 -0.37
C -16.978 -21.711 10.746 0.5 0.6 0.3 0.83
H -14.396 -23.402 9.465 -0.2 -0.2 0.4 0.42
H -15.746 -22.910 8.414 0.3 0.0 -0.3 -0.58
H -16.137 -23.674 11.248 0.1 0.4 0.2 0.13
H -17.198 -23.686 9.904 0.0 0.0 0.0 0.11
H -17.209 -21.602 11.804 -0.2 0.1 -0.1 0.55
H -17.827 -21.382 10.143 -0.2 -0.2 0.1 -0.75



Entry 2:
13
Properties=species:S:1:pos:R:3:forces:R:3:mulliken_charge:R:1 method="wB97M-V/def2-TZVPD" lumo_energy_ha=0.138 relative_energy_ev=1.264 total_charge=-1
C 0.267 -0.070 0.851 1.9 -0.6 -0.3 0.76
C -0.041 0.553 -2.156 1.6 0.6 0.7 0.76
C -1.235 0.083 1.032 0.5 0.0 1.5 -0.88
C 0.654 -0.987 -0.172 0.2 2.4 0.8 -0.92
N 1.042 0.780 1.513 2.2 0.1 -1.9 -0.89
O 1.055 0.935 -2.386 -1.4 -0.6 -0.1 -0.46
O -1.197 0.403 -2.083 -0.2 -0.1 -0.5 -0.42
F 2.006 -1.234 -0.496 -0.5 0.3 0.6 -0.34
H -1.721 -0.738 0.474 -0.4 1.0 0.1 0.20
H -1.304 1.122 0.708 -1.1 -0.3 -0.7 0.18
H -1.602 0.158 2.121 0.8 -0.6 -1.4 0.36
H 0.034 -1.781 -0.395 -1.0 -1.8 -0.6 0.46
H 2.041 0.776 0.988 -2.7 -0.3 1.7 0.20



Entry 3:
107
Properties=species:S:1:pos:R:3:forces:R:3:mulliken_charge:R:1 method="wB97M-V/def2-TZVPD" lumo_energy_ha=0.064 relative_energy_ev=3.049 total_charge=-1
Ta -0.921 -0.495 -0.328 2.6 -0.3 -0.2 0.77
O -0.770 0.272 -3.978 0.1 0.2 0.2 -0.15
C -1.877 0.891 -4.578 -0.2 0.0 0.0 -1.68
C -2.606 1.829 -3.602 0.2 -0.2 0.0 3.10
C -3.495 2.713 -4.488 0.1 0.4 0.0 -1.37
O -2.790 3.603 -5.361 -0.2 -0.2 0.1 -0.54
C -3.563 1.139 -2.629 -0.1 0.1 0.0 -1.56
Se -3.065 -0.535 -1.797 0.2 -0.1 -0.3 -0.31
C -1.669 2.714 -2.793 0.2 0.0 -0.1 -2.37
Se -0.715 2.037 -1.211 -0.1 -0.1 -0.4 -0.26
H -0.491 -0.503 -4.471 -0.1 -0.1 0.0 0.23
H -2.614 0.160 -4.946 0.1 0.0 0.0 0.38
H -1.535 1.494 -5.425 -0.1 0.0 -0.1 0.44
H -4.177 3.279 -3.840 0.0 0.0 0.0 0.42
H -4.102 2.075 -5.136 0.0 0.1 0.0 0.47
H -2.166 4.106 -4.829 0.0 0.0 0.1 0.37
H -4.485 0.873 -3.149 -0.1 0.1 0.0 0.59
H -3.808 1.828 -1.818 -0.1 0.2 -0.2 0.40
H -2.254 3.531 -2.364 0.0 0.1 -0.2 0.55
H -0.875 3.123 -3.426 -0.1 0.0 0.0 0.68
C 3.168 -5.274 3.112 0.0 0.1 0.1 -0.52
O 3.516 -4.023 3.688 0.1 -0.4 0.0 -0.48
C 2.961 -2.924 3.134 -0.1 0.2 -0.1 1.10
C 3.383 -1.698 3.705 0.0 0.0 0.0 -1.33
C 2.889 -0.546 3.185 0.0 0.2 0.0 -1.09
C 1.942 -0.529 2.130 -0.1 0.1 0.1 0.18
C 1.456 0.703 1.621 0.4 0.0 0.2 0.77
C 2.037 2.015 2.087 0.0 -0.2 0.0 -1.04
O 0.564 0.809 0.758 -1.0 -0.2 -0.4 1.00
C 1.472 -1.764 1.593 0.1 0.0 -0.3 -0.10
O 0.595 -1.872 0.670 -0.4 0.1 0.1 -0.32
C 2.064 -2.961 2.098 0.0 0.0 0.0 -0.27
H 3.740 -6.025 3.648 0.0 0.0 0.1 0.27
H 3.423 -5.311 2.051 0.0 0.0 0.0 0.33
H 2.102 -5.476 3.229 0.0 0.0 0.0 0.05
H 4.096 -1.708 4.521 -0.1 0.0 -0.1 0.44
H 3.230 0.395 3.602 0.0 0.0 0.0 0.38
H 3.112 2.049 1.894 0.0 0.0 0.0 0.61
H 1.870 2.157 3.155 0.0 -0.1 0.0 0.53
H 1.549 2.814 1.533 0.3 -0.8 0.3 -0.79
H 1.756 -3.884 1.623 0.0 0.1 0.1 0.55
C -1.780 -6.633 5.224 0.0 0.1 0.0 -1.38
C -1.844 -5.293 4.536 0.0 0.0 0.0 0.82
C -2.774 -4.332 4.919 0.0 0.0 0.0 -1.02
C -2.879 -3.124 4.240 0.1 0.0 0.0 -0.78
C -2.015 -2.865 3.186 0.1 -0.4 -0.1 -0.36
C -1.062 -3.804 2.800 0.1 0.1 0.0 -0.08
C -0.983 -5.008 3.475 0.0 0.0 0.0 -0.99
S -2.237 -1.407 2.220 -0.1 0.0 0.2 1.70
O -1.067 -0.531 2.350 -0.4 -0.2 0.0 -0.46
O -3.493 -0.868 2.671 -0.2 0.0 0.1 -0.90
N -2.179 -1.824 0.700 -0.5 -0.6 0.9 -0.10
C -2.580 -3.123 0.159 0.0 0.8 0.1 -0.82
C -1.510 -3.493 -0.843 0.3 0.2 -0.4 0.66
O -1.314 -4.663 -1.126 0.1 0.3 -0.1 -0.78
O -0.907 -2.457 -1.371 -0.4 0.3 0.8 -0.83
H -2.459 -6.675 6.077 0.0 0.0 0.0 0.35
H -0.770 -6.845 5.580 0.0 0.0 0.0 0.32
H -2.057 -7.432 4.533 0.0 0.0 0.0 0.31
H -3.445 -4.539 5.746 0.0 0.0 0.0 0.31
H -3.622 -2.384 4.510 0.0 -0.1 -0.1 0.55
H -0.411 -3.589 1.958 -0.1 0.0 0.1 0.42
H -0.265 -5.755 3.152 0.0 0.0 0.0 0.51
H -3.523 -3.046 -0.374 -0.3 0.0 -0.1 0.43
H -2.678 -3.892 0.910 0.0 -0.1 0.2 0.47
C 4.219 1.554 -8.301 0.0 0.0 0.1 -0.95
C 5.163 0.511 -7.764 0.0 -0.2 -0.1 0.67
O 5.312 -0.576 -8.245 0.1 0.3 0.1 -0.52
S 6.105 1.034 -6.257 0.0 -0.2 -0.2 -0.16
C 4.835 0.566 -5.095 -0.1 0.1 0.1 -0.12
C 4.457 -0.765 -4.946 -0.1 0.0 0.1 -0.37
C 3.467 -1.107 -4.034 0.1 0.0 -0.1 -0.59
C 2.845 -0.131 -3.248 -0.1 0.1 0.1 -0.42
C 3.249 1.204 -3.396 0.1 0.0 -0.1 -0.43
C 4.231 1.551 -4.315 -0.1 -0.1 0.1 -0.51
C 1.788 -0.439 -2.329 0.4 0.0 -0.3 0.07
C 0.811 -0.514 -1.618 -0.4 -0.1 -0.1 0.66
H 3.648 1.161 -9.142 0.0 0.0 0.1 0.32
H 4.800 2.426 -8.611 0.0 0.0 0.0 0.30
H 3.550 1.876 -7.500 0.0 0.0 0.0 0.27
H 4.936 -1.528 -5.548 0.0 0.0 0.0 0.45
H 3.165 -2.142 -3.917 0.0 0.1 0.0 0.52
H 2.757 1.958 -2.789 0.1 0.0 -0.1 0.53
H 4.533 2.586 -4.433 0.0 -0.1 0.0 0.45
C -4.617 2.479 1.630 0.0 0.0 -0.1 -1.48
C -3.841 1.570 0.927 0.1 0.1 0.1 -0.60
N -2.537 1.416 1.157 -0.3 -0.5 0.1 1.15
C -1.977 2.138 2.116 0.3 -0.1 -0.2 -0.42
C -2.667 3.065 2.882 0.2 0.2 0.2 0.55
C -4.019 3.230 2.629 -0.2 0.0 0.0 -0.53
C -1.993 3.802 3.974 -0.3 -0.2 -0.1 -1.21
C -0.800 4.394 3.983 0.4 0.1 -0.2 -0.87
C 0.166 4.558 2.868 -0.4 -0.1 0.0 1.37
C 1.463 4.973 3.142 0.2 0.2 0.1 -0.68
C 2.328 5.118 2.076 0.0 0.1 -0.2 -0.19
N 1.972 4.861 0.816 -0.2 0.3 0.2 -0.58
C 0.707 4.455 0.657 -0.1 0.7 0.0 -0.43
N -0.212 4.309 1.611 0.2 0.3 -0.1 -0.28
H -5.669 2.585 1.401 0.0 0.0 0.0 0.44
H -4.269 0.925 0.167 0.0 0.0 0.0 0.74
H -0.916 1.978 2.277 -0.2 -0.1 0.0 0.44
H -4.597 3.948 3.205 0.0 -0.1 0.0 0.48
H -2.547 3.823 4.910 0.0 0.1 0.0 0.37
H -0.469 4.826 4.924 0.0 0.0 0.0 0.33
H 1.784 5.171 4.159 0.0 0.0 -0.1 0.39
H 3.352 5.446 2.230 0.0 0.0 0.0 0.41
H 0.394 4.211 -0.350 0.0 0.0 0.1 0.64



| no. | HOMO energy (Eh) | calculated total energy (Ha) |
| --- | --- | --- |
| 1 | -0.451 | -3337.27406 |
| 2 | -0.079 | -460.51883 |
| 3 | -0.162 | -8330.84279 |